(1)
# C5H16N3O

A cluster of 2 separate species, C5H16N3O in total at a distorted geometry (wB97M-V/def2-TZVPD, the OMol25 dataset).

Element x y z (Å)
C1 1.6654 0.8204 2.5643
C2 0.7500 0.2468 1.4797
C3 0.9738 0.9926 0.1275
C4 -0.1410 0.6972 -0.8276
C5 -0.9802 1.6111 -1.3041
N1 -2.0423 1.3573 -2.1567
N2 -0.0095 -0.6789 -1.3512
N3 0.7959 -1.2196 1.3024
H1 1.3735 1.8243 2.8556
H2 1.6422 0.2568 3.4865
H3 2.6951 0.8953 2.1786
H4 -0.2809 0.3984 1.8444
H5 1.1245 2.0296 0.4436
H6 2.0048 0.7433 -0.1909
H7 -0.8879 2.6511 -0.9745
H8 -2.5562 2.0389 -2.6884
H9 -2.0602 0.4799 -2.6531
H10 0.9576 -0.9149 -1.5635
H11 -0.6672 -0.9008 -2.0934
H12 -0.2938 -1.2823 -0.5533
H13 1.7193 -1.6086 1.1649
H14 0.2509 -1.7724 1.9450
H15 -2.2877 -2.5223 -0.4424
H16 -1.9782 -3.5421 -1.3350
O1 -1.7681 -2.6009 -1.2585

Force components x, y, z for each atom (eV/Å):
C 0.53 0.05 -0.50
C -0.55 -0.29 0.85
C 0.30 -0.40 1.85
C 2.09 0.89 -0.31
C -1.26 0.23 -0.90
N 0.28 -0.61 -0.12
N -1.35 0.40 1.05
N -0.03 0.23 -1.03
H -0.18 0.26 -0.22
H 0.09 -0.44 0.05
H -0.16 -0.18 0.32
H 0.20 0.33 -0.47
H -0.73 0.16 -0.59
H -0.47 -0.34 -0.46
H -0.06 -0.53 0.08
H 0.39 0.56 0.41
H -0.04 -0.04 0.15
H -0.02 0.07 -0.28
H 0.32 -0.13 -0.30
H 0.68 -0.19 -0.30
H 0.05 0.02 0.32
H 0.25 0.20 0.35
H 0.06 0.99 0.08
H 0.55 -0.25 -1.00
O -0.97 -1.01 0.97

Computed properties:
* 2S+1: 1
* electronic energy: -11955.788 eV
* HOMO level: -12.17 eV
* ΔE to the lowest compared entry with this formula, charge and spin: 1.674 eV
* total charge: +1

(2)
# C5H16N4

A cluster of 3 separate species, C5H16N4 in total at a distorted geometry (wB97M-V/def2-TZVPD, the OMol25 dataset).

Element x y z (Å)
C1 0.4859 0.0326 0.2645
C2 0.3602 -0.4091 -1.0805
C3 -1.6293 0.2120 0.3089
C4 0.8251 -1.0072 1.3078
C5 1.0032 1.4175 0.5793
N1 0.0029 0.4222 -2.1507
N2 2.3056 -0.6325 -1.4465
N3 -2.4125 -0.7777 -0.3318
N4 -2.0086 0.2386 1.6603
H1 0.0371 -1.4364 -1.2141
H2 -1.6669 1.2001 -0.1549
H3 0.2667 -0.0361 -3.0173
H4 0.5113 1.2981 -2.1211
H5 2.6903 -1.3630 -0.8442
H6 2.8440 0.2047 -1.2165
H7 -3.4079 -0.6443 -0.1653
H8 -2.2743 -0.7517 -1.3365
H9 -2.0295 -0.6868 2.0737
H10 -2.0729 1.1537 2.0839
H11 0.4394 -1.9928 1.0409
H12 1.9070 -1.0824 1.4417
H13 0.4061 -0.7284 2.2827
H14 2.0271 1.3770 0.9564
H15 1.0025 2.0979 -0.2743
H16 0.3873 1.8940 1.3537

Force components x, y, z for each atom (eV/Å):
C -3.78 0.30 0.91
C 4.63 -0.37 -1.44
C 1.38 0.87 1.29
C -0.18 0.25 -0.21
C -0.38 -0.05 -0.09
N -0.32 0.02 0.21
N -1.47 -0.68 -0.38
N 0.42 -0.77 -1.09
N -0.03 0.38 -0.89
H 0.05 0.05 0.06
H 0.10 0.09 0.14
H -0.08 0.03 0.14
H -0.12 -0.02 0.05
H -0.14 0.12 -0.06
H -0.44 0.08 0.17
H 0.31 0.09 0.26
H 0.06 -0.10 0.03
H -0.11 0.84 0.61
H 0.12 -0.88 0.60
H 0.00 0.02 -0.03
H 0.01 -0.02 -0.08
H -0.04 0.05 -0.14
H -0.02 -0.09 0.00
H -0.04 -0.08 -0.04
H 0.06 -0.14 0.01

Computed properties:
* 2S+1: 1
* electronic energy: -11401.751 eV
* HOMO level: -6.71 eV
* ΔE to the lowest compared entry with this formula, charge and spin: 3.785 eV
* total charge: 0

(3)
# C5H16N4O

A cluster of 3 separate species, C5H16N4O in total at a distorted geometry (wB97M-V/def2-TZVPD, the OMol25 dataset).

Element x y z (Å)
C1 -3.3831 0.9723 -0.7492
C2 -0.8468 -1.4071 -0.1574
C3 -4.0819 0.3619 1.6238
C4 0.0034 -2.0250 -2.4847
C5 -2.6026 2.0217 -1.5151
N1 -1.5222 -1.2219 0.8709
N2 9.3665 0.2462 1.6139
N3 -2.9833 0.9018 0.7088
N4 -0.5100 -1.4869 -1.2850
O1 -1.7992 2.7528 -0.9769
H1 -4.5514 1.1397 2.1817
H2 -4.6699 -0.2495 1.0070
H3 -3.4332 -0.2350 2.3953
H4 0.9754 -2.5714 -2.2720
H5 -0.6791 -2.7972 -2.8961
H6 0.0875 -1.2527 -3.2434
H7 -2.8073 2.2547 -2.5351
H8 -3.2983 -0.0648 -1.2090
H9 -1.4966 -1.7719 1.7043
H10 9.1973 0.1756 0.5740
H11 8.5484 -0.0358 2.1074
H12 -2.1875 0.1034 0.7085
H13 -2.6445 1.8410 1.0899
H14 9.3895 1.2711 1.8930
H15 -4.3714 1.2672 -0.9530
H16 10.3004 -0.1901 1.7983

Force components x, y, z for each atom (eV/Å):
C 1.50 -0.97 -0.34
C -0.38 -1.09 -1.94
C 4.03 -0.64 1.38
C 0.72 -1.65 -0.61
C 1.40 0.98 1.53
N 0.13 0.69 0.23
N 1.16 2.34 -1.59
N -0.36 1.18 -0.44
N 0.13 0.33 1.73
O -0.35 -0.74 0.31
H -0.65 0.55 -0.12
H -1.15 -0.86 -0.23
H -1.74 0.71 -1.31
H -0.99 1.01 -0.40
H 0.19 0.46 0.36
H 0.38 0.05 0.11
H -0.70 -0.54 -1.23
H 0.13 1.21 0.61
H 0.41 -0.36 0.19
H 0.08 0.19 1.20
H -0.53 -1.48 0.72
H -0.76 0.88 0.77
H -0.28 -1.50 -1.10
H 0.55 -1.11 -0.73
H -1.76 0.29 0.50
H -1.17 0.07 0.43

Computed properties:
* 2S+1: 1
* electronic energy: -13435.437 eV
* HOMO level: -14.94 eV
* ΔE to the lowest compared entry with this formula, charge and spin: 0.000 eV
* total charge: +2

(4)
# C5H16NO

A cluster of 2 separate species, C5H16NO in total at a distorted geometry (wB97M-V/def2-TZVPD, the OMol25 dataset).

Element x y z (Å)
C1 0.4820 -0.8819 0.4707
C2 -0.7076 0.1395 0.0013
C3 -1.6976 0.6668 0.9385
C4 -1.1753 -0.8226 -1.1904
C5 -1.8190 -0.0727 -2.2742
N1 1.2224 -0.1072 1.6658
H1 0.1782 -1.8627 0.9574
H2 1.1111 -1.1051 -0.4398
H3 -0.1593 1.0557 -0.4400
H4 -2.6728 0.5287 0.5497
H5 -1.4194 1.5897 1.3393
H6 -1.8490 -0.0525 1.8105
H7 -1.8660 -1.5428 -0.8248
H8 -0.3866 -1.4911 -1.5810
H9 -1.1432 0.4320 -2.9773
H10 -2.5137 0.6238 -2.0115
H11 -2.3985 -0.8070 -2.8147
H12 1.1718 -0.7413 2.4434
H13 0.5071 0.5477 2.1392
H14 2.1184 0.2463 1.3071
H15 3.3244 0.1921 -0.2688
H16 2.9997 1.7358 -0.3537
O1 2.9933 0.9033 0.2286

Force components x, y, z for each atom (eV/Å):
C -1.02 1.83 1.51
C 4.07 -2.74 -3.25
C -0.57 -3.52 2.32
C 0.42 1.28 1.24
C 0.93 -1.42 -2.61
N -3.72 -1.20 0.63
H -0.10 1.28 -0.89
H -0.09 0.64 1.64
H -0.55 -1.57 0.25
H -1.11 1.02 -0.75
H -0.22 1.67 0.38
H 0.56 0.71 -0.53
H -0.88 -0.49 0.85
H 0.03 0.73 0.10
H 0.07 -0.28 0.22
H -1.87 2.05 1.34
H -0.11 -0.07 -0.80
H 1.50 -0.91 0.34
H 1.60 -0.09 -1.87
H 0.15 0.87 0.54
H 1.03 -1.24 -1.40
H 0.08 -1.93 1.28
O -0.18 3.37 -0.57

Computed properties:
* 2S+1: 1
* electronic energy: -8974.006 eV
* HOMO level: -14.24 eV
* ΔE to the lowest compared entry with this formula, charge and spin: 2.509 eV
* total charge: +1

(5)
# C5H16NO

A cluster of 2 separate species, C5H16NO in total at a distorted geometry (wB97M-V/def2-TZVPD, the OMol25 dataset).

Element x y z (Å)
C1 -1.3632 -1.1738 0.0022
C2 -0.2564 -0.5466 0.8255
C3 -0.1005 1.0077 0.4538
C4 -0.9774 1.8089 1.2668
C5 -0.0750 1.4004 -1.0048
N1 1.0378 -1.3241 0.6970
H1 -2.2570 -0.5750 0.0780
H2 -1.0816 -1.2379 -1.0374
H3 -1.5572 -2.1801 0.3792
H4 -0.4501 -0.5531 1.9006
H5 0.9398 1.1967 0.8625
H6 -0.7834 2.9150 1.0540
H7 -2.0226 2.0529 0.9421
H8 -1.0186 1.6818 2.3420
H9 0.1383 2.4474 -1.1400
H10 0.6362 0.8133 -1.5923
H11 -1.0385 1.1725 -1.4691
H12 1.4634 -1.2758 -0.2637
H13 1.7037 -1.0158 1.4035
H14 0.8392 -2.3199 0.8255
H15 1.6249 -2.1028 -2.2366
H16 2.6986 -0.9602 -2.3800
O1 1.8997 -1.2315 -1.9087

Force components x, y, z for each atom (eV/Å):
C 0.37 0.17 -0.02
C 0.60 -0.39 1.03
C -0.49 0.48 -0.97
C -0.16 1.00 0.84
C 0.17 -1.14 -0.40
N -0.57 0.24 -0.43
H -0.35 0.05 0.09
H 0.05 -0.05 -0.39
H -0.05 -0.04 0.13
H -0.25 -0.09 -0.15
H 0.20 -0.26 0.17
H 0.10 -0.14 -0.09
H -0.18 -0.17 -0.38
H 0.13 -0.44 0.13
H 0.03 0.43 -0.04
H 0.13 0.16 0.25
H -0.22 0.29 0.09
H 0.25 0.38 -0.26
H 0.26 -0.23 0.03
H 0.03 -0.04 0.38
H 0.39 0.29 -0.38
H 0.01 -0.21 -0.06
O -0.43 -0.29 0.45

Computed properties:
* 2S+1: 2
* electronic energy: -8961.547 eV
* HOMO level (alpha / beta): -20.08 / -20.08 eV
* ΔE to the lowest compared entry with this formula, charge and spin: 0.241 eV
* total charge: +2

(6)
# C5H16NO2

A cluster of 3 separate species, C5H16NO2 in total at a distorted geometry (wB97M-V/def2-TZVPD, the OMol25 dataset).

Element x y z (Å)
C1 1.5144 -0.2560 -1.4158
C2 1.0978 1.1158 -1.7509
C3 -0.0386 1.4586 -0.8276
C4 0.1146 1.2282 0.5934
C5 0.7993 1.8714 1.4377
N1 -0.9396 0.2736 1.1896
H1 1.4024 -1.0854 -2.1647
H2 2.5498 -0.2438 -1.1467
H3 1.0143 -0.7645 -0.5844
H4 2.0014 1.7752 -1.6869
H5 0.7239 1.3220 -2.7671
H6 -0.8186 0.9128 -1.2152
H7 -0.4400 2.6097 -0.7851
H8 0.8371 1.7476 2.4572
H9 1.4650 2.8548 1.3920
H10 -1.6883 0.5414 1.8466
H11 -1.4345 -0.2829 0.4918
H12 -0.3666 -0.5564 1.5377
H13 -1.5506 -2.3421 2.9465
H14 -1.4688 -2.8453 1.5836
O1 -1.2264 -2.0714 2.1203
H15 -0.4764 -2.6604 -0.8400
H16 -1.7912 -2.5334 -1.5584
O2 -1.2803 -2.0694 -0.8537

Force components x, y, z for each atom (eV/Å):
C 0.63 -3.34 -0.68
C 0.52 2.20 -0.58
C -0.42 4.74 -0.07
C -3.13 -1.35 -0.45
C 3.98 4.87 1.87
N 1.92 -2.03 -0.57
H 0.16 1.18 -0.05
H 0.70 -0.29 0.16
H -0.19 0.66 0.30
H -0.95 -0.26 0.31
H 0.19 -0.61 0.23
H -2.15 -1.25 -0.63
H 1.12 -2.48 -0.97
H -0.73 -1.17 2.34
H -1.23 -2.37 -1.43
H 1.03 0.45 0.05
H -0.12 0.33 -0.78
H -1.18 1.23 0.62
H -0.51 -0.28 2.26
H 0.23 0.46 -0.31
O 0.15 -0.74 -1.67
H -0.93 1.08 0.14
H 0.12 0.77 0.68
O 0.78 -1.81 -0.77

Computed properties:
* 2S+1: 1
* electronic energy: -11021.106 eV
* HOMO level: -13.96 eV
* ΔE to the lowest compared entry with this formula, charge and spin: 2.775 eV
* total charge: +1

(7)
# C5H16NO2S2

A cluster of 3 separate species, C5H16NO2S2 in total at a distorted geometry (wB97M-V/def2-TZVPD, the OMol25 dataset).

Element x y z (Å)
C1 0.4677 -0.2328 -1.8818
C2 1.1026 1.0990 -1.5245
S1 2.8264 1.0925 -2.2720
C3 -1.1011 -0.2518 -1.7190
N1 -1.6354 0.7645 -0.7878
C4 -1.3670 0.6604 0.6303
C5 -1.4832 -0.6872 1.3702
S2 -0.3370 -1.0320 2.7920
H1 0.6843 -0.6658 -2.8676
H2 0.8864 -1.0018 -1.2180
H3 0.6343 2.0497 -1.6920
H4 1.1189 1.0005 -0.4515
H5 3.4543 0.9949 -1.1138
H6 -1.3758 -1.2622 -1.3796
H7 -1.5936 -0.0857 -2.6730
H8 -2.6210 0.8791 -0.9620
H9 -2.0880 1.2978 1.1381
H10 -0.4013 1.1341 0.8652
H11 -1.3463 -1.4707 0.6048
H12 -2.4642 -0.7892 1.8395
H13 0.5152 2.4028 2.7845
H14 0.7306 0.8469 2.9480
O1 1.1805 1.7048 2.6977
H15 0.8919 -2.5448 1.4737
H16 2.0338 -2.6902 0.5456
O2 1.2871 -3.2128 0.8530

Force components x, y, z for each atom (eV/Å):
C -1.80 -0.66 -0.25
C 1.18 -1.14 -0.06
S -0.88 0.33 0.37
C 0.47 -0.02 0.97
N 0.11 -0.27 -0.97
C 0.41 0.41 1.50
C 0.38 -0.67 -0.22
S -0.02 0.17 -0.56
H 0.07 0.65 -0.11
H -0.06 0.36 0.13
H -0.55 0.05 -0.80
H 0.83 0.55 0.47
H 0.38 -0.01 0.34
H 0.05 0.03 -0.28
H 0.06 0.14 -0.18
H -0.09 -0.12 0.01
H -0.11 0.44 -0.13
H -0.09 -0.40 -0.16
H -0.17 -0.03 0.52
H -0.19 -0.04 -0.55
H 0.14 -0.46 0.05
H -0.02 0.35 -0.39
O 0.01 0.25 0.20
H -0.33 -0.45 0.06
H 0.21 -0.20 -0.23
O 0.00 0.74 0.27

Computed properties:
* 2S+1: 1
* electronic energy: -32700.965 eV
* HOMO level: -3.47 eV
* ΔE to the lowest compared entry with this formula, charge and spin: 0.539 eV
* total charge: -1

(8)
# C5H16NO3S

A cluster of 3 separate species, C5H16NO3S in total at a distorted geometry (wB97M-V/def2-TZVPD, the OMol25 dataset).

Element x y z (Å)
O1 0.4205 -1.8780 0.3147
C1 0.5654 -1.3132 -0.7308
C2 -0.5035 -0.3656 -1.2391
C3 -0.0985 1.0547 -0.8359
C4 0.1063 1.2901 0.6861
S1 1.8136 1.8576 1.0177
C5 2.3459 0.7373 2.3452
N1 -1.8263 -0.7710 -0.6699
H1 1.4134 -1.4045 -1.4254
H2 -0.5762 -0.3422 -2.3245
H3 -0.8413 1.7772 -1.1767
H4 0.8112 1.3000 -1.3686
H5 0.0075 0.3811 1.2717
H6 -0.5974 2.0443 1.0217
H7 3.4243 0.6359 2.2204
H8 1.9064 -0.2419 2.1683
H9 2.0692 1.0761 3.3457
H10 -1.7346 -1.7665 -0.4497
H11 -2.6013 -0.6464 -1.3224
H12 -2.0946 -0.2335 0.1711
H13 -3.9221 0.5131 1.8137
H14 -2.8485 1.5921 1.4981
O2 -3.0464 0.6461 1.4275
H15 -0.0572 -2.5177 -4.0778
H16 -0.5827 -3.5874 -3.1595
O3 -0.4208 -2.6326 -3.1841

Force components x, y, z for each atom (eV/Å):
O 0.15 -0.35 0.13
C -0.52 0.17 -0.86
C 0.26 1.06 -0.33
C -0.44 0.43 0.85
C 0.67 -0.01 -0.41
S -0.06 -0.05 0.06
C -0.19 -0.10 -0.22
N 0.13 -0.19 -0.23
H 0.33 -0.09 0.43
H -0.02 -0.53 0.08
H -0.13 -0.15 -0.30
H 0.25 -0.03 -0.15
H -0.35 -0.07 0.06
H -0.05 0.00 0.24
H -0.07 0.11 0.27
H 0.03 -0.11 0.02
H 0.18 0.10 -0.21
H -0.32 0.06 0.34
H 0.22 -0.05 -0.16
H -0.05 -0.16 0.38
H 0.15 0.07 -0.02
H -0.19 -0.28 0.15
O 0.08 0.25 -0.14
H -0.11 0.15 0.32
H -0.01 0.18 0.16
O 0.07 -0.40 -0.44

Computed properties:
* 2S+1: 1
* electronic energy: -23905.875 eV
* HOMO level: -11.55 eV
* ΔE to the lowest compared entry with this formula, charge and spin: 0.119 eV
* total charge: +1

(9)
# C5H16NOS

A cluster of 2 separate species, C5H16NOS in total at a distorted geometry (wB97M-V/def2-TZVPD, the OMol25 dataset).

Element x y z (Å)
C1 1.7390 1.3755 1.0846
C2 1.4291 -0.0958 1.3443
C3 -0.0082 -0.3313 1.8193
C4 -0.9972 -0.8139 0.7778
S1 -1.3127 0.4290 -0.5102
C5 -3.0893 0.2380 -0.7742
N1 1.7487 -0.8525 0.0916
H1 2.8284 1.4837 0.9852
H2 1.4849 1.9321 1.9846
H3 1.2468 1.7974 0.2050
H4 2.1627 -0.4351 2.0644
H5 0.0329 -1.0279 2.6534
H6 -0.3710 0.5882 2.2686
H7 -0.6850 -1.7448 0.3364
H8 -1.9684 -1.0569 1.2079
H9 -3.5228 -0.0346 0.1769
H10 -3.3613 -0.5360 -1.4892
H11 -3.5002 1.1600 -1.1723
H12 1.5618 -1.8696 0.1106
H13 1.3970 -0.4186 -0.7801
H14 2.8071 -0.8153 -0.0099
H15 2.1250 -0.0218 -3.3351
H16 0.6090 0.0147 -3.0084
O1 1.4767 -0.1426 -2.6141

Force components x, y, z for each atom (eV/Å):
C 0.68 -0.11 0.21
C -0.52 0.59 -0.82
C 0.23 -0.06 0.38
C -0.53 0.03 -0.03
S 0.10 0.26 -0.23
C 0.01 -0.44 -0.26
N 0.99 0.59 0.08
H -0.21 0.03 -0.28
H -0.26 0.18 -0.03
H -0.05 -0.07 0.21
H -0.04 -0.33 0.34
H -0.12 -0.48 -0.05
H -0.08 0.27 -0.08
H 0.34 -0.36 -0.32
H -0.01 0.23 0.36
H -0.37 0.26 0.22
H 0.29 -0.19 -0.04
H 0.05 0.24 0.28
H -0.28 -0.32 0.12
H -0.14 -0.25 0.09
H 0.01 -0.12 -0.09
H -0.34 -0.12 0.53
H 0.02 -0.01 0.06
O 0.22 0.19 -0.63

Computed properties:
* 2S+1: 2
* electronic energy: -19814.284 eV
* HOMO level (alpha / beta): -2.99 / -8.98 eV
* ΔE to the lowest compared entry with this formula, charge and spin: 0.000 eV
* total charge: 0

(10)
# C5H16NOS

A cluster of 3 separate species, C5H16NOS in total at a distorted geometry (wB97M-V/def2-TZVPD, the OMol25 dataset).

Element x y z (Å)
C1 -2.2568 0.5796 -0.7281
C2 -0.9027 0.7353 -0.0799
C3 0.1532 1.2601 -1.0465
C4 1.5816 1.3345 -0.4800
S1 1.9875 -0.3488 0.0456
C5 3.3431 0.0238 1.1328
N1 -1.3010 -2.2326 -0.5735
H1 -3.0444 0.2935 -0.0443
H2 -2.5460 1.4935 -1.2623
H3 -2.2501 -0.1027 -1.5865
H4 -0.9878 1.3804 0.8022
H5 -0.1507 2.1894 -1.5299
H6 0.2940 0.5143 -1.8253
H7 1.7078 2.0380 0.3364
H8 2.3325 1.5739 -1.2270
H9 4.3402 -0.0019 0.6792
H10 3.2283 0.9180 1.7459
H11 3.4951 -0.7317 1.9177
H12 -0.7667 -3.0452 -0.2381
H13 -2.0032 -2.5562 -1.2553
H14 -0.6113 -0.2325 0.3254
H15 -1.8800 -1.8503 0.8651
H16 -1.7215 -1.9461 2.3298
O1 -2.0410 -1.2864 1.6964

Force components x, y, z for each atom (eV/Å):
C -0.10 0.47 -1.15
C -0.10 0.93 0.22
C 0.68 -0.61 -0.19
C -0.92 -0.16 0.33
S 0.44 0.50 0.10
C 0.83 -0.65 1.66
N 0.72 -0.13 -0.39
H -0.04 -0.01 0.16
H -0.06 0.24 0.49
H 0.21 -0.36 0.27
H 0.03 0.05 -0.10
H 0.10 0.03 0.10
H -0.51 -0.07 -0.61
H -0.02 -0.09 0.33
H 0.05 0.12 -0.36
H -0.34 0.33 -0.65
H -0.26 0.33 -0.61
H -0.59 -0.38 -0.39
H -0.20 -0.28 -0.29
H -0.03 -0.27 0.33
H 0.40 -0.08 0.18
H -0.38 1.33 0.23
H -0.24 0.38 0.72
O 0.33 -1.62 -0.41

Computed properties:
* 2S+1: 1
* electronic energy: -19803.965 eV
* HOMO level: -12.96 eV
* ΔE to the lowest compared entry with this formula, charge and spin: 7.370 eV
* total charge: +1